{
  "formula": "C9H27ClI2O3P3Ru",
  "method": "the ωB97M-V functional and the def2-TZVPD basis",
  "symbols": ["H", "H", "H", "H", "P", "H", "H", "C", "H", "H", "H", "O", "Cl", "C", "H", "H", "H", "C", "C", "H", "C", "H", "H", "H", "C", "Ru", "H", "I", "H", "C", "P", "O", "H", "H", "I", "P", "H", "C", "H", "H", "H", "H", "H", "H", "C", "O"],
  "xyz": [[-2.758, -1.707, 0.458], [-4.380, 1.195, -0.111], [2.863, 1.205, 1.128], [0.855, -3.245, 1.788], [2.159, 0.234, -0.963], [4.148, 1.271, -0.095], [2.669, -1.645, 0.462], [0.027, -3.112, 1.082], [2.431, -2.121, -1.230], [0.351, -3.086, 0.035], [-2.160, 1.785, 3.257], [-0.706, -1.926, 1.436], [-0.082, -1.631, -2.079], [2.651, 0.626, -2.636], [2.174, -0.089, -3.312], [-3.104, 1.059, 1.143], [2.329, 1.651, -2.842], [2.872, -1.371, -0.575], [1.730, 0.240, 3.244], [2.784, 2.404, -0.186], [-3.011, -1.469, -0.582], [-4.095, -1.479, -0.736], [-2.310, -0.124, -3.390], [2.788, 0.087, 3.505], [-3.309, 1.309, 0.093], [-0.089, 0.375, -0.782], [1.082, -0.165, 4.036], [0.139, 1.285, -4.917], [-2.524, -2.181, -1.256], [3.073, 1.386, 0.072], [-2.404, 0.175, -0.990], [1.425, -0.527, 2.031], [-3.940, 0.485, -2.820], [-2.556, 1.589, -2.915], [-0.242, 2.767, -1.740], [-0.062, -0.452, 1.335], [1.556, 1.318, 3.052], [-1.135, 1.569, 2.912], [-0.668, -3.948, 1.173], [-2.992, 2.335, -0.129], [3.734, 0.582, -2.782], [-0.879, 2.261, 2.097], [3.953, -1.349, -0.727], [-0.428, 1.689, 3.749], [-2.848, 0.551, -2.706], [-1.110, 0.193, 2.408]],
  "forces_ev_per_a": [[-0.2, 0.1, -0.3], [0.1, 0.0, 0.0], [0.1, 0.1, -0.2], [-0.1, 0.0, -0.3], [2.5, -1.3, 0.6], [-0.1, -0.1, -0.1], [0.1, 0.1, -0.1], [0.3, -0.9, 0.0], [0.2, -0.1, 0.0], [0.1, 0.1, 0.3], [0.5, -0.3, -0.2], [0.9, 2.0, -0.7], [0.1, 1.4, 0.9], [-0.1, 0.3, -0.6], [0.1, 0.0, -0.1], [-0.1, 0.1, -0.3], [0.1, -0.1, -0.1], [-0.1, -0.3, -0.1], [-0.2, 0.2, 0.5], [0.1, 0.1, 0.1], [0.1, 0.0, -0.2], [0.1, -0.1, 0.1], [-0.4, 0.1, 0.3], [-0.5, -0.2, -0.3], [0.4, 0.3, 0.0], [-0.8, 0.1, -1.0], [0.4, 0.4, -0.1], [0.0, 0.2, 0.0], [-0.3, 0.0, 0.2], [-0.3, 0.5, 0.3], [-1.6, -1.0, 0.1], [-2.0, 0.4, -1.4], [0.3, -0.2, -0.1], [-0.2, -0.3, 0.0], [0.3, 0.1, 0.2], [-0.4, -1.5, 4.0], [0.1, -0.7, 0.2], [0.0, 0.5, 0.0], [0.0, 0.2, 0.2], [-0.2, -0.1, 0.2], [0.0, -0.1, 0.1], [-0.1, -0.1, 0.3], [0.0, 0.1, 0.0], [-0.5, -0.2, -0.4], [0.0, 0.2, -0.1], [1.4, -0.1, -1.5]],
  "e_lumo_ev": [-12.6, -14.3],
  "homo_energy_ev": [-19.1, -19.4],
  "charge": 3,
  "orbital_gap_ha": [0.2408, 0.1872],
  "multiplicity": 5
}

{
  "formula": "C9H27ClI2P3Pb",
  "method": "the ωB97M-V functional and the def2-TZVPD basis",
  "symbols": ["Pb", "H", "P", "C", "H", "P", "H", "I", "C", "H", "H", "H", "Cl", "H", "H", "C", "H", "H", "C", "C", "H", "H", "H", "C", "H", "C", "I", "P", "H", "H", "H", "H", "H", "H", "C", "H", "H", "H", "H", "H", "H", "C", "H"],
  "xyz": [[-0.067, -0.165, -2.285], [-3.230, 1.300, -3.117], [2.805, -0.049, -1.150], [-3.626, -1.503, -2.008], [-3.421, 2.256, -1.687], [-2.956, -0.070, -1.052], [3.371, -2.430, -1.520], [1.051, 2.251, 0.248], [-3.642, 1.279, -2.107], [3.679, -0.842, 1.036], [-4.721, 1.141, -2.141], [-0.066, -2.084, 2.702], [0.065, -0.225, -4.821], [-4.704, -1.376, -2.069], [2.044, 1.118, 3.008], [3.592, -1.482, -2.024], [4.670, -1.307, -1.977], [-3.209, -1.600, -3.011], [-4.149, -0.022, 0.387], [3.840, 0.020, 0.375], [-1.729, 1.718, 2.322], [4.671, 1.123, -2.082], [-0.920, -1.155, 4.033], [3.592, 1.295, -2.144], [-5.190, -0.032, 0.082], [-0.728, -1.271, 2.959], [1.009, -2.229, 0.391], [0.071, 0.133, 2.070], [3.290, 1.308, -3.193], [2.092, -0.695, 3.085], [-4.080, 0.903, 0.945], [-4.051, -0.888, 1.035], [0.885, 0.221, 4.075], [-0.146, 2.370, 2.511], [1.516, 0.204, 3.181], [-1.656, -1.473, 2.460], [3.303, -1.585, -3.072], [4.901, -0.004, 0.088], [3.363, 2.282, -1.723], [-3.423, -2.446, -1.509], [-1.004, 1.507, 3.914], [-0.792, 1.563, 2.831], [3.702, 0.942, 0.952]],
  "forces_ev_per_a": [[0.1, 0.0, -1.0], [-0.1, -0.3, 0.0], [3.1, -0.3, -0.4], [1.2, -0.6, 0.3], [-0.1, 0.1, 0.2], [-3.9, -0.1, -1.2], [0.1, 0.3, -0.1], [-0.7, -1.2, -0.3], [1.3, 0.6, 0.2], [-0.1, 0.2, -0.3], [-0.1, -0.2, 0.1], [0.0, -0.4, 0.7], [0.0, 0.0, 1.7], [-0.1, 0.3, 0.1], [0.6, 0.4, 0.3], [-0.8, -0.6, 0.3], [0.0, 0.2, 0.0], [0.0, 0.3, -0.1], [1.0, 0.0, 0.5], [-0.2, 0.0, 0.8], [-0.5, 0.2, -0.1], [-0.1, -0.2, 0.0], [0.3, 0.5, -0.3], [-0.9, 0.7, 0.1], [-0.1, -0.1, -1.0], [-0.4, -0.4, -1.4], [-0.4, 1.1, -0.6], [1.1, 0.4, 3.0], [0.0, -0.2, 0.1], [0.5, -0.3, 0.3], [0.4, 0.2, 0.3], [0.3, 0.0, 0.2], [0.8, 0.0, 0.4], [-0.1, 0.5, 0.7], [-0.9, -0.1, -1.1], [-0.7, -0.4, -0.1], [-0.1, 0.2, 0.0], [-0.3, 0.0, -0.4], [0.1, -0.2, -0.1], [0.0, -0.1, 0.2], [0.4, -0.4, -0.5], [-0.5, 0.3, -1.1], [-0.1, -0.2, -0.3]],
  "e_lumo_ev": [-13.5, -14.0],
  "homo_energy_ev": [-18.8, -18.7],
  "charge": 3,
  "orbital_gap_ha": [0.1963, 0.1729]
}